Entry 1:
{
  "formula": "C5H9NO",
  "method": "ωB97M-V/def2-TZVPD",
  "symbols": ["C", "C", "C", "N", "C", "C", "H", "H", "H", "H", "H", "H", "H", "H", "H", "O"],
  "positions_angstrom": [[-0.0299, 1.7095, -1.5636], [-0.3892, 0.6283, -0.5717], [-0.2201, 0.7170, 0.7994], [-0.7278, -0.4610, 1.3125], [-1.1338, -1.3026, 0.3363], [-1.0426, -0.5772, -0.8716], [0.9993, 2.0317, -1.4234], [-0.2351, 1.3626, -2.5738], [-0.6811, 2.5734, -1.4063], [0.2389, 1.3824, 1.5076], [-0.7749, -0.5668, 2.3074], [-1.8777, -2.0617, 0.5323], [-1.2930, -1.0230, -1.8126], [3.0891, -1.3211, 0.8882], [1.6820, -1.0921, 0.5334], [2.5427, -0.6490, 0.4439]],
  "forces_ev_per_angstrom": [[-0.5, -0.2, 0.5], [0.2, 1.4, -0.3], [-0.7, -1.5, -0.3], [0.9, 0.9, 0.7], [-1.7, 1.0, -1.2], [0.8, -1.4, 1.6], [0.1, 0.0, -0.3], [0.4, 0.0, -0.1], [0.1, 0.1, 0.0], [0.1, 0.4, -0.4], [-0.2, -0.6, 0.1], [0.5, -0.4, 0.2], [-0.1, 0.3, -0.4], [0.2, 0.5, -0.3], [-0.1, 0.6, -0.4], [-0.1, -1.1, 0.6]],
  "nbo_charge": [-0.623, -0.087, -0.088, -0.501, -0.109, -0.297, 0.223, 0.214, 0.212, 0.216, 0.408, 0.210, 0.221, 0.460, 0.471, -0.931],
  "orbital_gap_ha": 0.33212,
  "charge": 0,
  "lumo_ev": 0.860
}



Entry 2:
{
  "formula": "C5H9NO",
  "method": "ωB97M-V/def2-TZVPD",
  "symbols": ["C", "C", "C", "O", "C", "C", "N", "H", "H", "H", "H", "H", "H", "H", "H", "H"],
  "positions_angstrom": [[-1.1787, -1.7462, 0.0481], [0.0540, -0.8703, 0.2499], [-0.2116, 0.5852, -0.1309], [-1.2630, 1.1548, 0.6272], [1.0401, 1.4782, -0.0099], [2.0990, 1.0709, -0.9357], [2.9049, 0.7148, -1.6843], [-1.4795, -1.7495, -1.0052], [-0.9823, -2.7814, 0.3423], [-2.0247, -1.3707, 0.6313], [0.8936, -1.2513, -0.3451], [0.3818, -0.9075, 1.3013], [-0.5556, 0.6237, -1.1711], [-1.0867, 0.9684, 1.5633], [1.4325, 1.4512, 1.0150], [0.7525, 2.5124, -0.2230]],
  "forces_ev_per_angstrom": [[0.0, 0.0, 0.0], [0.1, 0.0, 0.0], [0.1, -0.1, -0.2], [0.1, -0.1, 0.4], [0.0, 0.0, 0.1], [0.6, -0.3, -0.6], [-0.7, 0.3, 0.7], [0.0, 0.0, 0.1], [0.0, 0.2, 0.0], [0.1, -0.1, -0.1], [-0.1, 0.1, 0.1], [-0.1, 0.0, -0.1], [0.0, 0.0, 0.1], [-0.1, 0.1, -0.3], [-0.1, 0.0, -0.1], [0.1, -0.1, 0.0]],
  "nbo_charge": [-0.607, -0.430, 0.116, -0.705, -0.535, 0.285, -0.325, 0.208, 0.214, 0.214, 0.225, 0.191, 0.185, 0.462, 0.240, 0.262],
  "orbital_gap_ha": 0.42549,
  "charge": 0,
  "lumo_ev": 0.710
}



Entry 3:
{
  "formula": "C5H9NO",
  "method": "ωB97M-V/def2-TZVPD",
  "symbols": ["C", "C", "C", "C", "N", "C", "O", "H", "H", "H", "H", "H", "H", "H", "H", "H"],
  "positions_angstrom": [[-0.6220, -1.4960, -0.1447], [-0.1467, -0.0467, -0.0969], [-1.1064, 0.9107, -0.8212], [0.3694, 0.4330, 1.2951], [1.6893, 0.5810, 0.6895], [1.3273, 0.1049, -0.5400], [1.9412, -0.1118, -1.5567], [-0.6618, -1.8319, -1.1856], [-1.6252, -1.6041, 0.2825], [0.0515, -2.1696, 0.3977], [-1.7745, 0.3572, -1.4897], [-0.5694, 1.6456, -1.4305], [-1.7231, 1.4575, -0.1011], [-0.0580, 1.3716, 1.6662], [0.3267, -0.3339, 2.0789], [2.5978, 0.7917, 1.0779]],
  "forces_ev_per_angstrom": [[0.0, -0.1, 0.0], [-0.1, -0.1, -0.1], [0.0, 0.0, 0.0], [-0.1, 0.0, 0.2], [0.3, 0.0, -0.1], [0.1, -0.1, -0.3], [-0.2, 0.1, 0.4], [0.0, 0.0, 0.1], [0.1, 0.1, 0.0], [-0.1, 0.2, -0.1], [0.1, 0.1, 0.1], [-0.1, -0.1, 0.1], [0.0, -0.1, -0.1], [0.0, -0.2, -0.1], [0.0, 0.1, -0.1], [-0.1, 0.0, -0.1]],
  "nbo_charge": [-0.601, -0.144, -0.606, -0.196, -0.627, 0.688, -0.594, 0.225, 0.211, 0.212, 0.218, 0.226, 0.212, 0.187, 0.186, 0.403],
  "orbital_gap_ha": 0.38336,
  "charge": 0,
  "lumo_ev": 0.845
}



Entry 4:
{
  "formula": "C5H9NO",
  "method": "ωB97M-V/def2-TZVPD",
  "symbols": ["C", "C", "C", "C", "N", "C", "O", "H", "H", "H", "H", "H", "H", "H", "H", "H"],
  "positions_angstrom": [[-0.9834, -0.6642, -1.0919], [-0.0066, 0.0753, -0.1738], [0.7015, 1.1886, -0.9476], [-0.6052, 0.2730, 1.2757], [0.3740, -0.7038, 1.7392], [1.0274, -0.8207, 0.5457], [2.0688, -1.3398, 0.2241], [-0.4734, -1.0675, -1.9745], [-1.7540, 0.0333, -1.4456], [-1.4828, -1.4885, -0.5702], [0.0283, 1.9180, -1.4126], [1.2473, 0.6995, -1.7616], [1.4554, 1.7226, -0.3608], [-0.4970, 1.2717, 1.7154], [-1.6411, -0.0551, 1.4261], [0.5414, -1.1377, 2.6358]],
  "forces_ev_per_angstrom": [[0.0, -0.1, 0.0], [-0.1, 0.1, 0.0], [0.0, 0.1, 0.0], [-0.2, 0.2, -0.1], [0.2, -0.1, 0.1], [0.3, -0.2, -0.1], [-0.5, 0.0, 0.1], [0.0, 0.1, 0.2], [0.1, -0.1, 0.1], [0.1, 0.1, -0.1], [-0.1, -0.2, 0.2], [0.0, 0.1, 0.1], [-0.2, -0.1, 0.1], [0.2, -0.1, -0.1], [0.1, 0.1, -0.3], [0.0, 0.2, -0.1]],
  "nbo_charge": [-0.599, -0.136, -0.609, -0.199, -0.629, 0.684, -0.594, 0.221, 0.211, 0.213, 0.211, 0.228, 0.218, 0.190, 0.186, 0.405],
  "orbital_gap_ha": 0.38482,
  "charge": 0,
  "lumo_ev": 0.848
}



Entry 5:
{
  "formula": "C5H9NO",
  "method": "ωB97M-V/def2-TZVPD",
  "symbols": ["C", "O", "C", "C", "C", "C", "N", "H", "H", "H", "H", "H", "H", "H", "H", "H"],
  "positions_angstrom": [[1.8765, 0.9001, 0.0055], [0.7210, 0.3395, -0.8076], [-0.1750, -0.4663, -0.4162], [-1.4022, -0.6623, -1.2494], [-0.0974, -1.1781, 0.8746], [-0.3370, 2.1239, 0.8785], [-1.4573, 1.7637, 0.8963], [1.9793, 1.9290, -0.3441], [1.7285, 0.9645, 1.0875], [2.7067, 0.2618, -0.2825], [-1.8358, -1.6630, -1.1330], [-1.2859, -0.4217, -2.3069], [-2.1080, 0.0641, -0.8057], [-0.7044, -0.5520, 1.5457], [0.9241, -1.2245, 1.2493], [-0.5332, -2.1786, 0.8082]],
  "forces_ev_per_angstrom": [[0.0, -0.4, -0.3], [-0.1, 0.0, 0.2], [0.1, 0.2, 0.2], [0.2, 0.1, 0.0], [0.1, 0.1, 0.1], [-1.6, 0.2, 0.4], [1.0, 0.1, -0.1], [-0.1, -0.4, -0.1], [-0.4, -0.4, -0.5], [0.1, 0.0, -0.1], [0.3, 0.3, 0.1], [0.2, 0.1, 0.2], [0.2, 0.0, 0.0], [0.1, -0.1, 0.0], [-0.1, 0.0, 0.1], [0.0, 0.2, 0.0]],
  "nbo_charge": [-0.266, -0.408, 0.785, -0.739, -0.771, -0.194, -0.744, 0.252, 0.250, 0.186, 0.239, 0.254, 0.332, 0.333, 0.243, 0.247],
  "orbital_gap_ha": 0.29359,
  "charge": 0,
  "lumo_ev": -0.511
}



Entry 6:
{
  "formula": "C5H9NO",
  "method": "ωB97M-V/def2-TZVPD",
  "symbols": ["C", "O", "C", "C", "C", "C", "N", "H", "H", "H", "H", "H", "H", "H", "H", "H"],
  "positions_angstrom": [[0.1176, 0.5085, 2.1873], [-0.9791, 0.0887, 0.6165], [-0.5473, 0.1694, -0.5376], [-1.1693, -0.6967, -1.5804], [0.6673, 0.9599, -0.9029], [1.0106, -1.3843, 1.1509], [1.3340, -2.0697, 0.2571], [-0.2301, -0.2094, 2.9151], [1.1833, 0.6828, 2.1926], [-0.4784, 1.4148, 2.1243], [-1.1414, -0.2554, -2.5792], [-2.1824, -0.9870, -1.2977], [-0.5324, -1.5972, -1.5654], [1.4923, 0.2365, -0.9396], [0.8997, 1.7189, -0.1533], [0.5557, 1.4202, -1.8879]],
  "forces_ev_per_angstrom": [[-0.2, 0.4, 0.2], [0.2, 0.1, -0.1], [0.1, -0.1, 0.1], [-0.1, 0.0, 0.0], [0.0, 0.0, 0.1], [0.4, -0.8, -0.9], [-0.3, 0.6, 0.8], [0.1, 0.0, -0.2], [-0.1, -0.1, -0.1], [0.1, -0.1, 0.0], [0.0, 0.0, 0.2], [0.1, 0.0, 0.0], [-0.1, 0.1, 0.0], [-0.1, 0.1, 0.0], [0.0, -0.1, -0.1], [0.0, -0.1, 0.1]],
  "nbo_charge": [-0.201, -0.503, 0.707, -0.726, -0.748, -0.062, -0.623, 0.226, 0.217, 0.178, 0.228, 0.245, 0.296, 0.299, 0.231, 0.237],
  "orbital_gap_ha": 0.31649,
  "charge": 0,
  "lumo_ev": -0.587
}



Entry 7:
{
  "formula": "C5H9NO",
  "method": "ωB97M-V/def2-TZVPD",
  "symbols": ["C", "C", "C", "C", "C", "N", "O", "H", "H", "H", "H", "H", "H", "H", "H", "H"],
  "positions_angstrom": [[0.6585, -1.7191, -0.6175], [-0.3689, -0.6156, -0.4280], [-0.9788, -0.4242, 0.9970], [-0.6832, 1.0967, 0.9313], [0.1087, 0.8297, -0.3108], [0.9816, 1.6533, -0.8195], [1.1963, 2.8264, -0.3737], [0.2003, -2.7084, -0.5054], [1.4603, -1.6280, 0.1227], [1.1065, -1.6695, -1.6151], [-1.1764, -0.7185, -1.1667], [-2.0273, -0.7114, 1.1220], [-0.3899, -0.9332, 1.7665], [-0.1111, 1.5402, 1.7519], [-1.5706, 1.7170, 0.7616], [1.5940, 1.4645, -1.6163]],
  "forces_ev_per_angstrom": [[0.1, 0.0, -0.1], [0.1, 0.0, -0.1], [-0.1, -0.1, 0.1], [0.0, 0.1, 0.0], [0.3, 0.5, 0.0], [-0.4, -0.5, 0.1], [-0.1, 0.5, 0.4], [0.0, 0.2, 0.0], [-0.1, 0.0, -0.1], [0.0, 0.0, 0.1], [0.2, 0.1, 0.0], [0.2, 0.1, -0.1], [0.0, 0.1, -0.2], [-0.1, -0.1, -0.1], [0.1, 0.0, 0.0], [-0.4, -0.9, 0.0]],
  "nbo_charge": [-0.607, -0.240, -0.388, -0.447, 0.186, -0.044, -0.570, 0.217, 0.210, 0.211, 0.219, 0.210, 0.206, 0.236, 0.228, 0.372],
  "orbital_gap_ha": [0.33240, 0.33238],
  "charge": 0,
  "lumo_ev": [0.817, 0.817]
}



Entry 8:
{
  "formula": "C5H9NO",
  "method": "ωB97M-V/def2-TZVPD",
  "symbols": ["C", "C", "C", "N", "C", "C", "O", "H", "H", "H", "H", "H", "H", "H", "H", "H"],
  "positions_angstrom": [[2.0812, -0.2447, 0.1495], [0.7408, 0.4977, 0.1014], [-0.3227, -0.2704, -0.6808], [-1.6028, 0.4211, -0.5711], [-2.6541, -0.2339, -0.8186], [0.2740, 0.7442, 1.5222], [0.5832, 1.7093, 2.1770], [1.9885, -1.2036, 0.6751], [2.8305, 0.3568, 0.6728], [2.4507, -0.4513, -0.8609], [0.8816, 1.4823, -0.3576], [-0.0297, -0.3138, -1.7378], [-0.3915, -1.3114, -0.3220], [-0.3540, -0.0644, 1.9624], [-3.6202, 0.2671, -0.7385], [-2.6633, -1.2920, -1.1201]],
  "forces_ev_per_angstrom": [[0.1, 0.0, 0.0], [0.0, 0.1, 0.0], [0.1, -0.1, 0.0], [-0.3, -0.3, -0.1], [0.1, 0.2, 0.1], [0.2, 0.3, 0.2], [-0.2, -0.4, -0.3], [0.0, 0.1, -0.1], [-0.1, -0.1, -0.1], [-0.1, 0.0, 0.1], [0.0, -0.1, 0.1], [0.0, 0.0, 0.1], [0.0, 0.2, 0.0], [0.1, 0.1, 0.0], [0.1, -0.1, 0.0], [0.1, 0.1, 0.1]],
  "nbo_charge": [-0.601, -0.338, -0.256, -0.398, -0.041, 0.463, -0.516, 0.205, 0.228, 0.216, 0.228, 0.212, 0.181, 0.100, 0.177, 0.141],
  "orbital_gap_ha": 0.38586,
  "charge": 0,
  "lumo_ev": 0.911
}



Entry 9:
{
  "formula": "C5H9NO",
  "method": "ωB97M-V/def2-TZVPD",
  "symbols": ["C", "C", "N", "C", "O", "C", "C", "H", "H", "H", "H", "H", "H", "H", "H", "H"],
  "positions_angstrom": [[1.5264, -1.0631, -0.2141], [0.5398, -0.1473, 0.4085], [0.7157, 1.1597, 0.6660], [-0.6613, 1.4531, 0.6787], [-0.9898, 1.3922, 2.0355], [-0.9281, 0.0590, 0.0593], [-1.1472, -0.0912, -1.4416], [1.6608, -0.7846, -1.2647], [1.1553, -2.0910, -0.1579], [2.4901, -1.0037, 0.3000], [-0.4921, 0.5697, 2.3063], [1.3907, 1.6883, 1.2073], [-1.7119, -0.4366, 0.6316], [-0.4242, 0.5151, -1.9985], [-2.1494, 0.2444, -1.7169], [-1.0391, -1.1364, -1.7529]],
  "forces_ev_per_angstrom": [[0.1, -0.1, 0.0], [0.3, 0.1, -0.5], [0.2, -0.2, 0.4], [-0.1, 0.1, 0.1], [-0.3, 0.1, 0.1], [-0.2, -0.1, -0.1], [0.0, 0.0, -0.1], [0.1, -0.2, 0.0], [0.1, 0.2, -0.1], [-0.1, 0.0, -0.1], [-0.5, 0.4, 0.4], [0.2, -0.3, -0.3], [0.3, -0.1, 0.0], [-0.1, -0.1, 0.1], [0.1, 0.0, 0.1], [0.0, 0.1, 0.0]],
  "nbo_charge": [-0.687, 0.231, -0.505, 0.202, -0.715, -0.332, -0.609, 0.231, 0.233, 0.232, 0.423, 0.412, 0.241, 0.210, 0.228, 0.206],
  "orbital_gap_ha": [0.27423, 0.28953],
  "charge": 0,
  "lumo_ev": [0.220, 0.349]
}



Entry 10:
{
  "formula": "C5H9NO",
  "method": "ωB97M-V/def2-TZVPD",
  "symbols": ["C", "C", "C", "N", "C", "C", "O", "H", "H", "H", "H", "H", "H", "H", "H", "H"],
  "positions_angstrom": [[-1.8036, -1.1708, 0.7109], [-0.4561, -1.1111, 0.0131], [-0.2538, -0.0117, -1.0641], [0.8114, 0.5304, -0.2260], [1.6143, 1.7202, -0.3131], [0.6502, -0.3731, 0.7857], [1.1820, -0.4824, 1.8661], [-2.1421, -0.1658, 0.9874], [-1.7310, -1.7644, 1.6277], [-2.5653, -1.6209, 0.0662], [-0.1341, -2.1034, -0.3181], [0.0872, -0.3571, -2.0476], [-1.1154, 0.6587, -1.1831], [2.5164, 1.5720, 0.2896], [1.9099, 1.8970, -1.3507], [1.0843, 2.6096, 0.0511]],
  "forces_ev_per_angstrom": [[0.0, 0.0, 0.0], [-0.1, -0.1, 0.0], [-0.1, 0.0, -0.2], [0.0, 0.0, 0.2], [0.1, 0.1, 0.0], [0.2, 0.0, 0.2], [-0.2, 0.0, -0.4], [0.1, -0.1, 0.0], [0.0, 0.1, -0.1], [0.1, 0.1, 0.1], [0.0, 0.1, 0.0], [-0.1, 0.1, 0.1], [0.1, -0.1, 0.0], [-0.2, 0.1, -0.1], [0.0, -0.1, 0.1], [0.1, -0.1, 0.0]],
  "nbo_charge": [-0.606, -0.307, -0.195, -0.426, -0.416, 0.687, -0.604, 0.207, 0.228, 0.212, 0.221, 0.189, 0.183, 0.229, 0.204, 0.195],
  "orbital_gap_ha": 0.37572,
  "charge": 0,
  "lumo_ev": 0.889
}



Entry 11:
{
  "formula": "C5H9NO",
  "method": "ωB97M-V/def2-TZVPD",
  "symbols": ["C", "C", "C", "O", "C", "C", "N", "H", "H", "H", "H", "H", "H", "H", "H", "H"],
  "positions_angstrom": [[2.1522, -0.1956, 0.1999], [0.8541, 0.6128, 0.3546], [-0.1522, 0.4620, -0.7498], [-0.5755, -1.0704, -0.8475], [-2.0024, -0.3505, -0.3443], [-2.1692, 0.6183, 0.7243], [-2.3158, 1.3284, 1.6314], [2.6556, 0.0501, -0.7417], [2.8459, 0.0119, 1.0217], [1.9780, -1.2808, 0.2016], [1.0981, 1.6827, 0.3876], [0.3919, 0.3997, 1.3310], [0.2944, 0.6523, -1.7332], [-0.1411, -1.5947, -0.1479], [-2.4510, -1.3110, -0.0215], [-2.4630, -0.0150, -1.2662]],
  "forces_ev_per_angstrom": [[0.0, -0.1, -0.1], [-0.1, 0.1, 0.0], [0.3, 0.1, -0.1], [0.1, -0.1, 0.2], [-0.4, 0.0, 0.0], [0.0, 0.5, 0.7], [0.1, -0.7, -0.8], [-0.1, 0.0, 0.1], [-0.1, 0.0, -0.1], [0.0, 0.2, 0.0], [0.0, -0.1, 0.0], [0.1, 0.0, -0.1], [-0.1, 0.0, 0.2], [-0.1, 0.1, -0.1], [0.1, 0.1, -0.1], [0.1, 0.0, 0.1]],
  "nbo_charge": [-0.612, -0.491, -0.148, -0.624, -0.192, 0.240, -0.326, 0.209, 0.218, 0.182, 0.236, 0.201, 0.165, 0.487, 0.191, 0.265],
  "orbital_gap_ha": 0.28635,
  "charge": 0,
  "lumo_ev": 0.301
}



Entry 12:
{
  "formula": "C5H9NO",
  "method": "ωB97M-V/def2-TZVPD",
  "symbols": ["C", "C", "N", "C", "C", "C", "H", "H", "H", "H", "H", "H", "H", "H", "H", "O"],
  "positions_angstrom": [[-0.5194, 2.2968, 0.1238], [0.4072, 1.8284, -0.8170], [0.6551, 0.4682, -0.3421], [0.2262, 0.3570, 0.9176], [-0.6297, 1.4090, 1.1823], [0.3065, -0.8870, 1.6272], [-1.3765, 2.8555, -0.2385], [0.7281, 1.9608, -1.7750], [1.3976, -0.1202, -0.8338], [-1.3933, 1.5924, 2.0191], [-0.6797, -1.4162, 1.5725], [0.9301, -1.5333, 1.1221], [0.7899, -0.7764, 2.6031], [0.2888, -2.7066, -2.9336], [-0.4875, -2.7535, -1.6463], [-0.6434, -2.5749, -2.5815]],
  "forces_ev_per_angstrom": [[-0.1, 0.5, -2.9], [-1.8, -3.9, 3.7], [3.2, 2.2, -2.4], [-2.0, 0.5, 0.3], [-0.7, 0.3, 1.6], [-1.0, -1.0, 1.4], [0.5, 1.1, 0.6], [0.3, 1.1, -2.3], [-1.5, 1.1, 1.5], [1.6, -0.8, -1.2], [0.7, 0.5, 0.9], [1.7, -1.5, -1.3], [-0.8, -0.2, 0.2], [-1.8, 0.3, 0.3], [-0.4, 0.1, 0.1], [2.2, -0.3, -0.4]],
  "nbo_charge": [-0.286, -0.107, -0.499, 0.127, -0.310, -0.635, 0.222, 0.200, 0.404, 0.226, 0.224, 0.203, 0.231, 0.463, 0.463, -0.926],
  "orbital_gap_ha": 0.30485,
  "charge": 0,
  "lumo_ev": 0.457
}



Maximum force list, top to bottom, in eV Å⁻¹: 2.3; 1.0; 0.5; 0.5; 1.7; 1.3; 0.9; 0.5; 0.8; 0.4; 1.1; 5.7